Record 1
Density functional theory data (wB97M-V/def2-TZVPD) for a structure of composition C16H19NO4S in a non-equilibrium geometry.

Calculated values
total charge: 0
ΔE to the lowest compared entry with this formula, charge and spin: 318.0 kcal/mol
LUMO level: 0.58 eV
frontier orbital gap: 8.11 eV

Structure (XYZ):
```
41
Properties=species:S:1:pos:R:3:forces:R:3
C 1.89969 0.04360 -3.02782 3.6030 -1.7276 -12.2010
H 2.68135 0.26847 -2.51870 5.4376 1.4222 3.4212
H 1.95879 -0.98230 -3.63299 1.9812 2.0005 0.2311
H 1.67163 0.79956 -3.80149 0.6139 0.0648 0.1563
O 0.89806 -0.28751 -2.43373 -11.8054 -0.5007 8.5981
C -0.03379 0.75701 -2.14152 -1.3910 0.8747 -1.0784
O 0.05030 1.85664 -2.76763 -0.2730 -3.8579 2.5671
C -1.13515 0.25078 -1.20912 -0.2502 2.3536 -0.4089
C -0.99684 -0.69213 -0.18331 -4.6804 3.8281 -1.4071
N 0.02194 -1.37848 0.04067 2.1758 -4.3327 4.0954
C 0.09652 -2.28291 1.38717 12.9410 3.2011 -13.2505
O -0.75415 -2.42056 2.02082 -11.0849 -1.9322 8.8137
C 1.49982 -2.84733 1.22462 -1.8132 -2.6027 7.2933
H 1.46246 -3.09150 2.57945 0.7847 0.0933 -3.5752
H 1.42262 -3.92974 0.82906 0.4607 1.9664 0.2145
C 2.74537 -1.97992 1.03398 -1.7604 -0.7219 -3.2576
C 2.59150 -0.48578 1.21826 1.4957 -8.8924 11.1459
C 2.48221 0.09921 2.52620 0.3338 -2.9817 -9.7446
C 2.15148 1.30506 2.19341 -0.3256 7.5180 3.5496
C 2.34880 1.55126 0.95436 0.0815 -0.3559 -4.8946
O 2.55406 0.18848 0.24607 -0.6206 8.6872 -4.4341
C 2.33042 2.70388 0.13256 -2.1070 -3.2486 -5.9388
H 2.02811 3.53975 0.62768 -1.1272 2.2884 1.1952
H 3.23301 2.88508 -0.45036 0.0378 0.0018 0.1291
H 1.40281 2.25464 -0.83644 2.6646 2.3109 2.6815
H 2.07748 2.19274 2.87436 -0.2671 -0.9722 -0.5989
H 2.49192 -0.31901 3.34040 0.1177 -4.5922 8.2937
H 3.46487 -2.62123 1.49248 1.2036 0.6531 0.5376
H 2.87153 -2.06722 -0.05847 0.7537 -0.0714 0.0819
H 0.79564 -1.22381 -0.54765 1.1363 -0.1096 -0.6661
S -2.45917 -0.73595 0.92001 0.8588 1.1354 -2.3562
C -3.13138 0.54285 -0.13349 -5.8660 1.0019 6.7739
C -2.44162 1.06773 -1.04060 5.2771 0.4233 -5.9895
C -2.71499 2.20183 -2.12003 -5.5975 -8.3084 -0.8572
H -3.76405 2.47665 -1.90252 0.0070 -0.2415 -0.5581
H -2.26427 2.93522 -1.73539 4.6640 6.1199 1.2473
H -2.68146 1.68263 -3.16430 0.6297 1.8277 1.8898
C -4.53843 1.30006 0.54278 -0.0238 -6.9075 -3.3160
H -5.24786 0.93779 -0.39958 1.0964 1.3575 2.6797
H -4.81196 0.52602 1.41899 0.3344 2.6179 -1.6251
H -4.55461 2.35803 0.62505 0.3029 0.6095 0.5621
```
Forces are in eV/Å.

***

Record 2
Density functional theory data (wB97M-V/def2-TZVPD) for a structure of composition C16H20As2AuS2.

Calculated values
total charge: +1
ΔE to the lowest compared entry with this formula, charge and spin: 6.9 kcal/mol
LUMO level: -4.09 eV
frontier orbital gap: 6.45 eV

Structure (XYZ):
```
41
Properties=species:S:1:pos:R:3:forces:R:3
Au 0.65349 -0.72188 -0.18322 0.2187 0.2589 0.2277
S 2.92814 -0.37901 -0.18108 0.0009 -0.0128 0.3066
C 3.47031 -1.36163 1.18115 -0.2202 -0.3331 0.0570
C 4.79933 -1.26410 1.58531 0.0106 -0.0496 -0.0548
C 5.29850 -2.14294 2.52986 0.0272 0.0563 -0.0087
C 4.47986 -3.12288 3.08112 -0.0180 -0.0246 -0.0032
C 3.14927 -3.20892 2.71466 0.0890 0.0918 -0.0059
C 2.63212 -2.30292 1.79085 -0.0386 0.3558 -0.2303
S 0.89224 -2.29355 1.50847 0.0014 -0.0971 -0.4015
H 5.43288 -0.51194 1.13311 0.0623 -0.0237 0.0181
H 6.33456 -2.07286 2.83156 0.0026 0.0129 -0.0044
H 4.87882 -3.81539 3.80965 0.0041 -0.0018 -0.0041
H 2.50628 -3.95899 3.15623 -0.0328 0.0194 0.0029
C -2.69311 -2.14974 0.73526 0.0110 0.0697 0.0953
As -1.71920 -1.07229 -0.52492 -0.1874 0.1029 -0.0429
C -2.24376 -1.72508 -2.26551 0.0333 -0.0866 0.0219
C -2.46277 0.71833 -0.48613 0.2377 0.1469 -0.0188
C -3.81263 0.93072 -0.23488 0.0481 -0.0178 0.0152
C -4.31721 2.22300 -0.19589 0.0214 0.0424 -0.0092
C -3.47704 3.30692 -0.40839 -0.0451 -0.0381 0.0176
C -2.13039 3.10288 -0.67336 0.0264 -0.0361 -0.0798
C -1.61646 1.81261 -0.72067 -0.0919 -0.2400 0.0151
As 0.26353 1.52187 -1.11872 -0.2003 -0.1287 0.0902
C 1.22820 2.87036 -0.14122 0.0250 0.0024 0.0232
C 0.49020 1.97540 -2.98020 0.0486 -0.1291 -0.0381
H -3.73397 -2.24289 0.43078 0.0074 0.0200 -0.0135
H -2.62566 -1.69007 1.71949 -0.0066 -0.0175 -0.0037
H -2.23133 -3.13512 0.76873 0.0140 0.0101 -0.0208
H -3.31899 -1.58484 -2.36880 0.0044 -0.0125 -0.0236
H -1.99586 -2.78048 -2.36154 0.0171 0.0077 0.0260
H -1.72306 -1.16114 -3.03640 -0.0095 0.0105 0.0069
H -4.47543 0.09251 -0.05639 -0.0119 0.0145 0.0089
H -5.36683 2.38383 0.00906 -0.0023 0.0013 0.0011
H -3.87084 4.31320 -0.36446 0.0044 0.0028 -0.0024
H -1.48267 3.95517 -0.83976 -0.0197 0.0248 -0.0029
H 1.00542 3.86563 -0.52312 -0.0395 -0.0323 -0.0285
H 2.28982 2.65639 -0.24846 0.0005 0.0151 0.0106
H 0.95336 2.79825 0.90900 0.0152 -0.0061 -0.0001
H 0.02273 2.93743 -3.18271 -0.0007 0.0161 0.0576
H 0.03255 1.20727 -3.59963 -0.0017 0.0151 -0.0063
H 1.55561 2.02688 -3.19882 -0.0051 -0.0100 0.0014
```
Forces are in eV/Å.

***

Record 3
Density functional theory data (wB97M-V/def2-TZVPD) for a structure of composition C16H20AsFN3O8S6Tc in a non-equilibrium geometry.

Calculated values
total charge: 0
LUMO level: -3.40 eV
frontier orbital gap: 4.75 eV

Structure (XYZ):
```
56
Properties=species:S:1:pos:R:3:forces:R:3
Tc -0.90255 0.96877 2.49608 -0.0993 -0.4801 -1.1958
S -1.85680 -0.49030 7.33529 -0.0982 0.1430 0.0693
As -1.77739 0.92754 5.91530 0.6636 -0.3572 -0.2481
S -0.00624 0.85909 4.60606 -0.0988 -0.0262 0.7958
S -2.25893 -0.78738 2.85432 0.1286 0.2973 -0.1139
S -2.96612 2.51115 5.45848 -0.3618 0.2369 0.0699
S -2.09713 2.55129 2.77725 -0.2266 0.3818 0.2833
N 0.93690 2.19691 2.06034 0.1428 0.1128 0.0510
C 1.63112 2.02837 0.80030 0.0053 -0.0090 -0.1589
C 1.00230 2.47453 -0.35601 -0.0519 -0.1559 0.0488
C 1.49813 2.07085 -1.57998 -0.0812 0.0195 -0.0056
C 2.60317 1.23198 -1.63997 0.1260 -0.0047 -0.1720
C 3.31318 0.93935 -0.49228 0.1035 0.0000 0.0314
C 2.83021 1.34461 0.74637 -0.1010 -0.0046 -0.0021
S 2.97452 0.41321 -3.20513 0.3513 0.5060 0.2307
O 3.30205 1.50670 -4.09492 -0.0974 -0.1499 -0.0677
O 4.06410 -0.48440 -2.87659 -0.0609 -0.0932 -0.0082
O 1.70197 -0.24147 -3.47358 -0.3713 -0.2177 -0.0422
H 0.63537 3.16575 2.11960 -0.1119 -0.0242 0.1303
H 1.58734 2.07601 2.83450 0.0233 -0.0442 -0.0164
H 0.08184 3.04483 -0.28678 -0.0132 0.0205 -0.0117
H 0.99219 2.32560 -2.49988 -0.0387 0.0915 -0.0799
H 4.19114 0.31239 -0.58231 0.0448 0.0364 0.0238
H 3.34201 1.05950 1.65896 0.0015 -0.0174 0.0362
C 0.01734 -2.09452 -0.46731 0.0783 0.0905 0.0266
C 0.76453 -0.90104 0.08861 -0.1839 -0.0322 -0.0768
O 0.56148 -0.74281 1.53188 0.2053 -0.1683 0.1633
C 1.49887 -1.63720 2.20180 -0.2715 0.0439 -0.0207
C 0.98747 -2.21391 3.50331 0.0781 -0.0602 0.0300
H 0.14594 -2.10211 -1.55102 0.0537 0.0428 -0.0001
H -1.04916 -2.04538 -0.24621 0.0111 -0.0745 -0.0150
H 0.38677 -3.05037 -0.09631 0.0171 0.0092 0.0754
H 0.43577 0.01415 -0.38690 -0.0615 0.0290 0.0173
H 1.83647 -0.97444 -0.07945 -0.1031 -0.1254 -0.0799
H 2.43972 -1.09743 2.32130 0.0509 0.0187 0.0873
H 1.68139 -2.45747 1.50963 0.0351 0.0004 0.0212
H 1.05572 -1.52754 4.34238 -0.0253 -0.0230 -0.0497
H 1.60268 -3.08392 3.73694 0.0140 -0.0058 0.0393
H -0.04323 -2.55457 3.40983 0.0364 -0.0138 -0.0520
F -1.04361 2.05606 -4.40960 0.1746 0.1660 0.0110
C -1.38549 0.89507 -3.87375 -0.1915 -0.2385 0.2767
C -1.99374 0.83319 -2.68654 -0.0035 0.1870 -0.4139
N -2.43400 -0.37299 -2.15494 0.0512 -0.1735 0.2587
C -3.27976 -0.41435 -0.98572 0.0199 -0.0995 -0.1325
C -2.55447 -0.19355 0.32646 0.1508 0.0515 -0.0782
O -2.98079 -0.95898 1.28339 -0.1308 -0.0923 0.2024
O -1.66408 0.65110 0.47141 0.1102 0.0235 -0.0801
C -2.24423 -1.57962 -2.82410 0.0760 0.0377 -0.1649
O -2.64217 -2.63875 -2.38645 -0.0448 -0.0176 0.0649
N -1.58939 -1.46721 -4.02321 -0.0105 -0.0058 0.1109
C -1.14865 -0.31073 -4.68240 -0.0256 0.0549 0.0782
O -0.70233 -0.34651 -5.79183 0.0061 0.0399 -0.0780
H -2.21236 1.72405 -2.11601 0.0479 -0.0030 0.0348
H -3.72675 -1.40533 -0.95060 -0.0512 0.0261 -0.0073
H -4.08090 0.32678 -1.06402 0.0533 0.0514 0.0923
H -1.46141 -2.33451 -4.52597 0.0545 -0.0001 0.0105
```
Forces are in eV/Å.